P | Density functional theory data (ωB97M-V with the def2-TZVPD basis set) for an isolated molecule of C3H6N6.

Results
Frontier orbital gap (Ha): 0.3198
HOMO (eV): -8.345
LUMO energy (eV): 0.357
Charge: 0

Element x y z (Å)
C -0.586 -0.233 -1.369
C 0.830 -0.098 -0.828
C -0.593 0.345 1.076
H -1.011 -1.272 -1.048
H -0.504 -0.030 -2.490
H 1.380 0.335 -1.709
H 1.251 -1.188 -0.800
H 2.436 -0.365 1.489
H -2.320 0.867 -1.242
N 0.688 0.331 0.540
N 1.303 -0.446 1.544
N 0.657 -0.193 2.782
N -0.408 0.300 2.443
N -1.704 0.743 0.512
N -1.420 0.903 -0.899

Löwdin population analysis, charges in e, atoms 1 to 5: -0.225 -0.186 -0.425 0.143 0.131

=====

Q | Density functional theory data (ωB97M-V with the def2-TZVPD basis set) for an isolated molecule of C3H6N6.

Results
Frontier orbital gap (Ha): 0.3694
HOMO (eV): -9.172
LUMO energy (eV): 0.881
Charge: 0

Element x y z (Å)
C -0.048 1.259 -0.232
C 1.087 -0.734 -0.266
C -1.060 -0.663 -0.093
H 0.916 3.078 -0.354
H -0.749 3.246 0.199
H 2.267 -2.241 0.229
H 3.026 -0.777 0.821
H -2.364 -2.189 0.228
H -3.116 -0.704 0.240
N 0.140 2.565 -0.042
N 1.106 0.531 -0.190
N 2.310 -1.313 -0.087
N 0.014 -1.436 -0.251
N -2.341 -1.260 -0.134
N -1.187 0.638 -0.068

Löwdin population analysis, charges in e, atoms 1 to 5: -0.460 -0.602 -0.435 0.071 0.189

=====

Which structure wins on stability? Q wins.

=====

P | Density functional theory data (ωB97M-V with the def2-TZVPD basis set) for an isolated molecule of C2H4N2S.

Results
Frontier orbital gap (Ha): 0.3079
HOMO (eV): -8.642
LUMO energy (eV): -0.264
Charge: 0

Element x y z (Å)
C 1.471 -1.161 -0.028
C -0.618 0.953 0.157
H 0.366 -1.484 -0.194
H 2.333 -1.832 0.255
H 1.143 1.946 -0.202
H -1.101 1.865 0.327
N 1.758 0.071 0.102
N 0.785 1.075 -0.182
S -1.604 -0.454 -0.025

Löwdin population analysis, charges in e, atoms 1 to 5: -0.083 -0.528 -0.020 0.083 0.065

=====

Q | Density functional theory data (ωB97M-V with the def2-TZVPD basis set) for a structure of composition C2H4N2S.

Results
Frontier orbital gap (alpha / beta) (Ha): 0.2884 / 0.2882
HOMO (alpha / beta) (eV): -8.101 / -8.098
LUMO energy (alpha / beta) (eV): -0.252 / -0.255
Charge: 0

Element x y z (Å)
C -0.206 0.256 0.093
C 0.147 -1.132 0.625
N 0.865 0.011 -0.847
N 1.036 -1.268 -0.503
S 1.680 -1.173 1.638
H -1.219 0.299 -0.398
H 0.062 1.269 0.490
H -0.497 -2.061 0.869
H 1.161 0.494 -1.686

Löwdin population analysis, charges in e, atoms 1 to 5: -0.193 -0.713 -0.084 -0.051 0.525

=====

Which structure wins on stability? P wins.

=====

P | Density functional theory data (ωB97M-V with the def2-TZVPD basis set) for a cluster of 2 separate species, C2H4N2S in total.

Results
Frontier orbital gap (Ha): 0.3869
HOMO (eV): -10.034
LUMO energy (eV): 0.493
Charge: 0

Element x y z (Å)
C -3.387 0.291 0.423
C 1.263 -0.228 0.004
N -2.383 0.773 0.078
N 1.076 0.935 0.447
S 0.040 -1.423 -0.025
H 0.667 -2.330 -0.600
H 2.277 -0.719 -0.482
H -1.414 1.096 -0.156
H 1.861 1.606 0.312

Löwdin population analysis, charges in e, atoms 1 to 5: -0.106 -0.729 -0.001 -0.015 0.807

=====

Q | Density functional theory data (ωB97M-V with the def2-TZVPD basis set) for a cluster of 2 separate species, C2H4N2S in total.

Results
Frontier orbital gap (alpha / beta) (Ha): 0.2853 / 0.2699
HOMO (alpha / beta) (eV): -8.446 / -8.210
LUMO energy (alpha / beta) (eV): -0.684 / -0.866
Charge: 0

Element x y z (Å)
C 1.645 1.149 0.209
C -1.659 -0.949 0.296
N 0.830 1.238 -0.693
N -1.253 -1.362 -0.833
S -0.563 -0.854 -2.112
H 2.462 1.973 0.485
H 1.880 0.304 0.967
H -1.323 0.161 0.618
H -2.017 -1.660 1.063

Löwdin population analysis, charges in e, atoms 1 to 5: -0.233 -0.163 0.033 -0.648 0.658

=====

Which structure wins on stability? P wins.

=====

P | Density functional theory data (ωB97M-V with the def2-TZVPD basis set) for an isolated molecule of C2H4N2S.

Results
Frontier orbital gap (Ha): 0.2759
HOMO (eV): -8.962
LUMO energy (eV): -1.454
Charge: 0

Element x y z (Å)
C 0.376 -0.023 -0.308
C -0.948 -0.855 -0.095
H 1.313 1.622 0.230
H -0.733 1.744 0.044
H 1.565 -1.381 0.148
H -1.088 -1.992 0.320
N 0.304 1.282 -0.071
N 1.577 -0.501 -0.141
S -2.365 0.104 -0.126

Löwdin population analysis, charges in e, atoms 1 to 5: -0.603 -0.455 0.163 0.092 -0.038

=====

Q | Density functional theory data (ωB97M-V with the def2-TZVPD basis set) for a structure of composition C2H4N2S.

Results
Frontier orbital gap (Ha): 0.3103
HOMO (eV): -8.136
LUMO energy (eV): 0.308
Charge: 0

Element x y z (Å)
C -0.212 -0.187 -0.930
C 0.113 -0.859 2.053
N 0.139 1.069 -1.153
N 0.058 -0.627 0.899
S 0.028 -1.089 3.622
H 0.387 -0.768 -1.596
H 1.077 1.180 -1.540
H -0.238 1.698 -0.527
H -1.352 -0.418 -0.827

Löwdin population analysis, charges in e, atoms 1 to 5: -0.118 -0.962 0.055 0.045 0.538

=====

Which structure wins on stability? Q wins.

=====

P | Density functional theory data (ωB97M-V with the def2-TZVPD basis set) for a cluster of 2 separate species, C7H16O2 in total.

Results
Frontier orbital gap (Ha): 0.3900
HOMO (eV): -9.991
LUMO energy (eV): 0.621
Charge: 0

Element x y z (Å)
C 0.652 -2.489 0.195
C 0.937 -1.188 -0.554
C 1.180 -0.116 0.320
C 1.650 1.262 -0.422
C 1.947 2.500 0.453
C -2.608 -0.538 -0.109
C -2.535 0.942 -0.252
H 1.350 -2.555 1.157
H -0.351 -2.383 0.749
H 0.560 -3.387 -0.260
H 0.040 -0.920 -1.014
H 1.790 -1.359 -1.307
H 0.325 -0.164 1.038
H 1.996 -0.180 1.271
H 0.580 1.451 -0.953
H 2.396 0.773 -1.328
H 2.429 2.404 1.608
H 2.722 3.241 -0.081
H 0.761 3.069 0.602
H -3.121 -2.207 -0.438
H -2.018 1.521 0.700
H -1.685 1.340 -0.822
H -3.597 1.361 -0.475
O -2.581 -0.993 1.038
O -2.820 -1.385 -1.114

Löwdin population analysis, charges in e, atoms 1 to 5: -0.094 -0.353 -0.333 -0.291 -0.189

=====

Q | Density functional theory data (ωB97M-V with the def2-TZVPD basis set) for a cluster of 2 separate species, C7H16O2 in total.

Results
Frontier orbital gap (Ha): 0.4157
HOMO (eV): -10.575
LUMO energy (eV): 0.736
Charge: 0

Element x y z (Å)
C 1.015 -2.155 1.312
C 0.433 -1.504 0.002
C 1.066 -0.232 -0.116
C 0.803 0.382 -1.549
C 1.771 1.586 -1.765
C -2.077 0.515 1.455
C -2.255 1.485 0.288
H 2.174 -2.167 1.174
H 0.576 -1.535 2.186
H 0.773 -3.158 1.371
H -0.741 -1.308 0.158
H 0.443 -2.142 -0.970
H 0.691 0.588 0.584
H 2.153 -0.375 -0.033
H -0.285 0.780 -1.499
H 1.003 -0.200 -2.520
H 2.797 1.280 -1.086
H 1.899 1.784 -2.913
H 1.507 2.763 -1.382
H -2.850 -1.206 1.803
H -1.422 2.145 0.360
H -1.997 0.855 -0.602
H -3.283 1.851 0.264
O -1.178 0.490 2.320
O -3.018 -0.524 1.158

Löwdin population analysis, charges in e, atoms 1 to 5: -0.096 -0.313 -0.320 -0.286 -0.179

=====

R | Density functional theory data (ωB97M-V with the def2-TZVPD basis set) for an isolated molecule of C7H16O2.

Results
Frontier orbital gap (Ha): 0.3569
HOMO (eV): -8.968
LUMO energy (eV): 0.745
Charge: 0

Element x y z (Å)
C 1.090 0.066 0.001
C -0.131 0.771 0.488
C -1.533 -0.206 0.265
C 1.159 -0.393 -1.436
C 2.271 1.402 0.208
C -2.097 -0.125 -1.146
C -1.431 -1.637 0.767
O 1.492 -0.965 0.853
O -0.082 0.949 1.902
H 1.185 -0.711 1.746
H 0.447 1.752 2.044
H -0.350 1.700 -0.040
H -2.229 0.320 0.929
H 2.204 -0.567 -1.714
H 0.747 0.353 -2.119
H 0.648 -1.347 -1.580
H 2.275 1.975 1.140
H 3.260 0.935 0.157
H 2.149 2.085 -0.637
H -1.516 -0.698 -1.871
H -2.164 0.912 -1.490
H -3.115 -0.533 -1.174
H -0.825 -2.265 0.110
H -1.027 -1.676 1.782
H -2.427 -2.096 0.814

Löwdin population analysis, charges in e, atoms 1 to 5: -0.509 -0.276 -0.319 -0.024 0.004

=====

S | Density functional theory data (ωB97M-V with the def2-TZVPD basis set) for a cluster of 2 separate species, C7H16O2 in total.

Results
Frontier orbital gap (Ha): 0.3288
HOMO (eV): -8.224
LUMO energy (eV): 0.724
Charge: 0

Element x y z (Å)
C -1.155 0.136 0.211
C -0.885 0.452 1.676
C -1.251 -1.347 -0.108
C -2.389 0.868 -0.297
C 0.112 0.927 -0.925
O -0.076 0.756 -2.146
H 0.342 1.882 -0.440
H -0.219 -0.274 2.147
H -2.063 -1.820 0.454
H -2.513 0.730 -1.372
H -1.814 0.445 2.256
H -0.452 1.448 1.800
H -1.422 -1.491 -1.178
H -0.336 -1.887 0.144
H -2.348 1.939 -0.082
H -3.284 0.470 0.196
C 2.102 0.053 -0.612
C 2.587 -0.706 0.598
O 2.209 -0.663 -1.773
H 1.524 -0.268 -2.379
H 2.553 1.049 -0.683
H 0.623 0.000 -0.189
H 2.120 -1.692 0.657
H 2.366 -0.155 1.514
H 3.670 -0.851 0.531

Löwdin population analysis, charges in e, atoms 1 to 5: -0.500 -0.064 -0.058 -0.078 -0.347

=====

Which structure wins on stability? R wins.

=====

P | Density functional theory data (ωB97M-V with the def2-TZVPD basis set) for an isolated molecule of C3H4ClF.

Results
Frontier orbital gap (Ha): 0.4129
HOMO (eV): -10.119
LUMO energy (eV): 1.116
Charge: 0

Element x y z (Å)
C 0.359 -0.830 0.018
C 0.516 0.655 0.338
C -0.597 0.272 -0.557
F 1.540 1.347 -0.022
Cl -2.268 0.106 0.029
H 0.983 -1.394 -0.662
H -0.241 -1.457 0.851
H 0.315 0.896 1.577
H -0.608 0.404 -1.574

Löwdin population analysis, charges in e, atoms 1 to 5: -0.101 -0.438 -0.617 0.072 0.582

=====

Q | Density functional theory data (ωB97M-V with the def2-TZVPD basis set) for an isolated molecule of C3H4ClF.

Results
Frontier orbital gap (Ha): 0.3891
HOMO (eV): -9.486
LUMO energy (eV): 1.102
Charge: 0

Element x y z (Å)
C 0.588 -0.620 -0.412
C 0.307 0.851 -0.072
C -0.745 -0.315 0.396
H 0.160 -1.160 -1.389
H 0.091 1.722 -0.834
H 0.862 1.281 0.663
H -0.688 -0.291 1.521
F 1.684 -0.951 0.167
Cl -2.258 -0.516 -0.039

Löwdin population analysis, charges in e, atoms 1 to 5: -0.380 -0.071 -0.818 0.178 0.131

=====

Which structure wins on stability? P wins.